An isolated molecule of C8H13N3O. Source: OMol25; level of theory: ωB97M-V with the def2-TZVPD basis set.

Output
* Kohn-Sham gap: 10.00 eV
* E_LUMO: 0.517 eV
* structure (SMILES): CC(C)C(=O)N[C@]1(C#N)CN1C
* E_HOMO: -9.481 eV

Element x y z (Å)
C (2.361, -1.224, -0.846)
C (1.809, -0.865, 0.667)
C (2.115, 0.565, 1.042)
C (0.335, -1.292, 0.634)
O (-0.209, -2.190, 1.233)
N (-0.374, -0.413, -0.131)
C (-1.811, -0.340, -0.113)
C (-2.495, -1.387, 0.625)
N (-3.226, -2.186, 1.079)
C (-2.372, 0.246, -1.440)
N (-2.331, 0.979, -0.194)
C (-1.478, 2.135, 0.142)
H (3.215, -1.946, -0.945)
H (1.438, -1.478, -1.487)
H (2.760, -0.303, -1.231)
H (2.430, -1.528, 1.270)
H (1.673, 1.351, 0.416)
H (3.201, 0.846, 1.134)
H (1.783, 0.699, 2.061)
H (0.073, 0.443, -0.360)
H (-1.565, 0.444, -2.148)
H (-3.371, 0.241, -1.903)
H (-2.166, 2.816, 0.612)
H (-0.652, 1.765, 0.663)
H (-1.146, 2.619, -0.782)

Cartesian forces, eV/Å:
-1.4 0.1 0.2
1.8 -2.0 -2.5
0.7 0.8 0.7
0.4 1.0 1.2
0.9 -0.3 -0.2
-1.0 -0.6 0.1
0.1 0.2 -1.7
-2.6 -2.0 1.1
1.9 2.2 -1.2
0.2 0.7 0.4
-0.3 0.1 0.6
-2.1 -0.3 -2.2
-1.2 0.3 0.5
1.8 0.0 0.7
0.1 0.6 -0.4
-0.7 0.0 0.5
0.0 -0.3 0.0
-0.8 -0.8 -0.6
-0.5 0.4 0.4
0.3 0.3 -0.4
0.0 -0.1 0.0
0.5 -0.8 0.5
0.5 0.4 0.8
1.2 0.2 1.5
0.2 0.0 0.0



A structure of composition C33H39N5O4RuS4. Source: OMol25; level of theory: ωB97M-V with the def2-TZVPD basis set.

Output
* multiplicity: 5
* Kohn-Sham gap (spin up / spin down): 7.48 / 7.85 eV
* E_LUMO (spin up / spin down): 0.334 / -0.281 eV
* expectation value of S²: 6.05
* E_HOMO (spin up / spin down): -7.142 / -8.128 eV

Element x y z (Å)
Ru (-0.485, 0.554, -0.555)
C (-2.793, 2.633, -0.658)
C (-1.786, 3.177, 0.357)
N (-0.400, 2.804, 0.043)
C (0.329, 3.736, -0.812)
C (-0.184, 3.793, -2.248)
S (-0.198, 2.155, -3.030)
C (-1.942, 1.918, -3.487)
C (-2.790, 1.059, -2.544)
N (-2.474, 1.264, -1.123)
H (-2.833, 3.282, -1.531)
H (-3.792, 2.655, -0.214)
H (-2.009, 2.768, 1.340)
H (-1.897, 4.266, 0.420)
H (0.107, 2.648, 0.919)
H (1.371, 3.414, -0.822)
H (0.302, 4.750, -0.393)
H (0.475, 4.441, -2.824)
H (-1.180, 4.227, -2.302)
H (-1.929, 1.435, -4.463)
H (-2.366, 2.912, -3.639)
H (-2.606, 0.010, -2.755)
H (-3.846, 1.282, -2.737)
H (-3.003, 0.587, -0.562)
N (1.216, 0.078, -0.022)
C (2.487, 0.045, 0.389)
C (3.036, -1.145, 0.918)
C (4.355, -1.186, 1.324)
C (5.165, -0.060, 1.216)
C (4.639, 1.121, 0.696)
C (3.324, 1.181, 0.287)
H (2.400, -2.017, 0.990)
H (4.759, -2.106, 1.727)
H (6.199, -0.100, 1.534)
H (5.267, 1.999, 0.611)
H (2.912, 2.094, -0.121)
C (-0.989, 2.769, 4.978)
C (-1.647, 1.409, 4.791)
C (-0.786, 0.327, 4.069)
C (0.515, 0.045, 4.824)
C (1.333, -1.070, 4.185)
C (-1.669, -0.905, 4.091)
O (-1.787, -1.626, 5.054)
N (-2.435, -1.091, 2.965)
C (-2.299, -0.411, 1.762)
O (-3.134, -0.621, 0.887)
N (-1.243, 0.434, 1.595)
C (-0.483, 0.825, 2.656)
O (0.411, 1.655, 2.512)
H (-1.678, 3.434, 5.502)
H (-0.723, 3.228, 4.028)
H (-0.081, 2.698, 5.575)
H (-2.586, 1.528, 4.240)
H (-1.909, 0.987, 5.764)
H (0.253, -0.214, 5.851)
H (1.101, 0.963, 4.841)
H (0.779, -2.011, 4.169)
H (2.256, -1.240, 4.740)
H (1.612, -0.810, 3.163)
H (-3.154, -1.800, 2.993)
O (-0.647, -0.738, -2.040)
C (0.022, -1.926, -2.374)
C (-0.507, -2.294, -3.756)
C (-1.805, -2.575, -4.071)
C (-2.000, -2.810, -5.457)
C (-0.840, -2.707, -6.165)
S (0.480, -2.306, -5.158)
C (-0.319, -3.052, -1.404)
C (-0.534, -4.369, -1.680)
C (-0.746, -5.159, -0.516)
C (-0.689, -4.421, 0.624)
S (-0.359, -2.775, 0.295)
C (1.533, -1.754, -2.438)
C (2.220, -0.664, -2.881)
C (3.627, -0.860, -2.887)
C (3.977, -2.105, -2.463)
S (2.609, -3.027, -2.018)
H (-2.586, -2.623, -3.324)
H (-2.953, -3.055, -5.904)
H (-0.694, -2.845, -7.224)
H (-0.544, -4.759, -2.687)
H (-0.942, -6.222, -0.532)
H (-0.826, -4.753, 1.641)
H (1.729, 0.247, -3.188)
H (4.343, -0.111, -3.195)
H (4.968, -2.518, -2.363)

Cartesian forces, eV/Å:
0.1 0.4 -0.4
0.0 0.0 0.0
0.0 0.0 0.0
0.0 -0.2 0.1
0.0 0.0 0.0
0.0 0.0 0.0
0.0 0.0 0.0
0.0 0.0 0.0
0.0 0.0 0.0
0.0 0.0 0.0
0.0 0.0 0.0
0.0 0.0 0.0
0.0 0.0 0.0
0.0 0.0 0.0
0.0 0.0 0.0
0.0 0.0 0.0
0.0 0.0 0.0
0.0 0.0 0.0
0.0 0.0 0.0
0.0 0.0 0.0
0.0 0.0 0.0
0.0 0.0 0.0
0.0 0.0 0.0
0.0 0.0 0.0
0.0 0.0 0.1
0.0 0.0 -0.1
0.0 0.0 0.0
0.0 0.0 0.0
0.0 0.0 0.0
0.0 0.0 0.0
0.0 0.0 0.0
0.0 0.0 0.0
0.0 0.0 0.0
0.0 0.0 0.0
0.0 0.0 0.0
0.0 0.0 0.0
0.0 0.0 0.0
0.0 0.0 0.0
0.0 0.0 0.0
0.0 0.0 0.0
0.0 0.0 0.0
0.0 0.0 0.0
0.0 0.0 0.0
0.0 0.0 0.0
-0.1 0.0 0.0
0.0 0.0 0.0
-0.1 -0.1 0.1
0.0 0.0 0.0
0.0 0.0 0.0
0.0 0.0 0.0
0.0 0.0 0.0
0.0 0.0 0.0
0.0 0.0 0.0
0.0 0.0 0.0
0.0 0.0 0.0
0.0 0.0 0.0
0.0 0.0 0.0
0.0 0.0 0.0
0.0 0.0 0.0
0.0 0.0 0.0
0.0 -0.1 0.1
0.0 0.0 0.0
0.0 0.0 0.0
0.0 0.0 0.0
0.0 0.0 0.0
0.0 0.0 0.0
0.0 -0.1 0.0
0.0 0.0 0.0
0.0 0.0 0.0
0.0 0.0 0.0
0.0 0.0 0.0
0.0 0.0 0.0
0.0 0.0 0.1
0.0 0.0 0.0
0.0 0.0 0.0
0.0 0.0 0.1
0.0 0.0 -0.1
0.0 0.0 0.0
0.0 0.0 0.0
0.0 0.0 0.0
0.0 0.0 0.0
0.0 0.0 0.0
0.0 0.0 0.0
0.0 0.0 0.0
0.0 0.0 0.0
0.0 0.0 0.0



A structure of composition C53H63N5O2SiV. Source: OMol25; level of theory: ωB97M-V with the def2-TZVPD basis set.

Output
* Kohn-Sham gap (spin up / spin down): 5.30 / 5.40 eV
* E_LUMO (spin up / spin down): 1.745 / 1.733 eV
* net charge: -1
* E_HOMO (spin up / spin down): -3.558 / -3.669 eV

Element x y z (Å)
V (-0.756, 0.441, -0.214)
C (0.315, 6.750, -0.735)
C (1.124, 5.645, -0.055)
C (0.929, 4.297, -0.671)
C (1.724, 3.624, -1.547)
C (2.963, 4.089, -2.240)
C (2.666, 4.588, -3.656)
C (1.139, 2.307, -1.706)
N (0.043, 2.179, -0.910)
C (-0.146, 3.393, -0.322)
C (-1.225, 3.753, 0.451)
C (-2.263, 2.913, 0.833)
C (-3.265, 3.293, 1.787)
C (-3.370, 4.623, 2.466)
C (-3.971, 5.731, 1.598)
C (-3.994, 2.160, 2.046)
C (-3.423, 1.121, 1.231)
C (-3.862, -0.199, 1.237)
C (-3.268, -1.223, 0.535)
N (-2.132, -1.116, -0.209)
C (-1.988, -2.314, -0.844)
C (-1.070, -2.595, -1.828)
C (-0.167, -1.689, -2.367)
N (-0.040, -0.383, -2.023)
C (1.038, 0.077, -2.713)
C (1.607, 1.339, -2.566)
C (1.561, -0.942, -3.582)
C (0.806, -2.060, -3.357)
C (0.963, -3.417, -3.964)
C (-0.010, -3.665, -5.123)
C (2.757, -0.830, -4.467)
C (4.022, -1.131, -3.663)
C (-3.023, -3.240, -0.430)
C (-3.832, -2.555, 0.420)
C (-5.047, -3.045, 1.137)
C (-4.693, -3.468, 2.565)
C (-3.149, -4.657, -0.890)
C (-3.828, -4.774, -2.257)
N (-2.394, 1.602, 0.483)
C (-5.124, 2.006, 3.013)
C (-6.455, 2.496, 2.439)
H (0.512, 7.710, -0.259)
H (-0.750, 6.543, -0.668)
H (0.585, 6.821, -1.786)
H (0.835, 5.584, 0.996)
H (2.184, 5.906, -0.094)
H (3.684, 3.269, -2.296)
H (3.418, 4.900, -1.665)
H (2.186, 3.806, -4.240)
H (3.590, 4.881, -4.153)
H (1.997, 5.444, -3.620)
H (-1.249, 4.759, 0.844)
H (-2.370, 4.930, 2.789)
H (-3.986, 4.512, 3.362)
H (-3.387, 5.875, 0.694)
H (-3.988, 6.666, 2.155)
H (-4.990, 5.486, 1.308)
H (-4.736, -0.429, 1.827)
H (-1.045, -3.601, -2.218)
H (2.487, 1.562, -3.152)
H (0.807, -4.183, -3.201)
H (1.985, -3.532, -4.331)
H (-1.041, -3.583, -4.785)
H (0.139, -4.661, -5.541)
H (0.146, -2.931, -5.912)
H (2.819, 0.170, -4.902)
H (2.666, -1.544, -5.291)
H (4.090, -0.463, -2.810)
H (4.915, -1.021, -4.274)
H (3.984, -2.145, -3.277)
H (-5.474, -3.897, 0.602)
H (-5.805, -2.260, 1.166)
H (-3.940, -4.252, 2.544)
H (-5.571, -3.839, 3.091)
H (-4.282, -2.625, 3.116)
H (-3.732, -5.217, -0.157)
H (-2.156, -5.109, -0.941)
H (-4.840, -4.377, -2.213)
H (-3.877, -5.817, -2.569)
H (-3.278, -4.212, -3.009)
H (-4.904, 2.576, 3.922)
H (-5.225, 0.958, 3.304)
H (-6.397, 3.553, 2.192)
H (-7.254, 2.355, 3.166)
H (-6.708, 1.947, 1.535)
C (2.759, -4.147, 2.138)
C (1.777, -3.425, 1.217)
C (1.846, -4.029, -0.183)
C (0.364, -3.633, 1.764)
Si (2.054, -1.501, 1.102)
O (0.888, -0.877, 0.273)
C (3.739, -0.996, 0.328)
C (3.932, 0.366, 0.113)
C (5.101, 0.855, -0.443)
C (6.114, -0.016, -0.810)
C (5.950, -1.372, -0.596)
C (4.778, -1.847, -0.030)
C (2.199, -0.857, 2.901)
C (1.050, -0.629, 3.652)
C (1.117, -0.067, 4.915)
C (2.347, 0.246, 5.471)
C (3.504, 0.013, 4.745)
C (3.421, -0.519, 3.470)
H (2.506, -5.209, 2.217)
H (2.733, -3.718, 3.137)
H (3.779, -4.075, 1.768)
H (1.554, -5.083, -0.179)
H (2.850, -3.956, -0.593)
H (1.176, -3.482, -0.838)
H (0.063, -4.682, 1.698)
H (-0.344, -3.029, 1.201)
H (0.319, -3.330, 2.807)
H (3.143, 1.048, 0.397)
H (5.232, 1.920, -0.591)
H (7.022, 0.359, -1.265)
H (6.739, -2.060, -0.875)
H (4.684, -2.910, 0.137)
H (0.088, -0.876, 3.226)
H (0.210, 0.141, 5.467)
H (2.401, 0.687, 6.458)
H (4.471, 0.245, 5.178)
H (4.324, -0.668, 2.894)
O (0.797, 2.620, 2.906)
C (0.313, 1.827, 2.178)
N (-0.210, 1.022, 1.496)

Cartesian forces, eV/Å:
0.1 -1.5 -1.3
0.1 0.0 0.1
-0.1 0.0 -0.2
0.3 -0.1 -0.1
-0.1 0.2 0.2
-0.2 0.0 -0.1
0.2 0.0 0.1
0.0 0.3 0.0
0.5 0.6 0.2
0.3 0.2 -0.2
-0.3 -0.5 0.2
0.2 0.5 -0.2
-0.3 -0.4 0.3
0.0 0.0 -0.2
0.1 -0.1 0.2
0.3 0.4 0.0
-0.2 -0.2 -0.1
0.3 0.1 -0.1
-0.4 0.0 0.1
0.0 -0.2 0.5
-0.1 -0.2 -0.2
0.1 0.3 0.2
-0.2 -0.2 -0.1
-0.3 0.0 0.1
0.2 0.5 -0.2
-0.2 -0.5 0.1
-0.3 -0.4 -0.1
0.3 0.3 0.0
-0.2 0.1 -0.2
0.1 -0.1 0.1
0.1 0.0 0.2
-0.1 0.1 -0.2
-0.2 0.2 0.4
0.2 -0.2 -0.4
0.2 0.0 0.1
-0.2 0.0 -0.1
-0.1 0.2 -0.1
0.1 -0.1 0.1
-0.2 -0.2 -0.4
-0.1 0.1 -0.2
0.1 -0.1 0.2
0.0 0.1 0.0
-0.1 0.0 -0.1
0.0 0.0 -0.1
0.1 0.0 0.1
0.0 0.0 0.1
0.1 0.0 0.1
0.1 -0.1 0.0
-0.1 0.0 -0.1
0.0 0.1 -0.1
-0.1 0.1 -0.1
0.1 0.1 0.0
-0.1 0.0 0.1
0.1 0.0 0.0
0.0 0.0 -0.2
0.0 0.1 0.0
-0.1 0.0 -0.1
0.0 -0.1 0.0
0.0 -0.1 0.0
0.0 0.0 0.0
0.1 0.0 0.0
0.0 0.0 0.1
-0.1 0.0 0.0
0.0 0.0 -0.1
0.0 0.1 -0.1
0.0 0.0 -0.1
0.0 0.1 0.0
0.1 0.1 0.2
0.2 0.0 0.0
0.0 -0.1 0.1
0.0 0.1 0.0
-0.1 -0.1 -0.1
0.1 -0.1 0.0
-0.1 0.0 0.1
0.1 0.1 0.1
0.1 -0.1 0.0
0.0 -0.1 0.1
-0.1 0.1 0.0
0.0 -0.1 -0.1
0.0 0.1 -0.1
0.0 -0.1 0.0
0.0 0.1 0.1
0.0 0.1 -0.1
-0.1 0.0 0.0
0.0 0.0 -0.1
-0.1 0.2 -0.1
0.3 0.1 0.0
0.0 0.2 0.1
0.1 0.3 0.0
0.5 -0.5 0.7
-1.3 0.6 -0.9
-0.4 -0.4 0.2
-0.1 0.1 0.0
0.1 0.2 -0.1
0.1 0.0 0.0
0.2 0.0 -0.1
0.0 -0.2 0.0
0.0 -0.1 -0.6
-0.1 -0.2 0.1
-0.1 0.0 0.2
0.1 0.1 0.0
0.1 0.0 0.3
0.1 -0.1 -0.1
0.0 -0.1 0.0
0.0 0.0 0.2
0.2 0.0 0.0
0.0 -0.2 0.0
0.2 0.0 -0.2
-0.1 0.0 -0.2
0.0 -0.2 0.0
-0.2 0.0 -0.1
-0.1 0.0 0.2
-0.1 0.2 0.0
0.0 0.1 0.0
0.0 0.0 0.0
0.0 0.0 0.0
0.0 -0.1 0.0
-0.1 0.1 0.0
-0.1 0.0 0.0
0.0 0.0 0.0
0.0 0.1 0.0
0.2 0.0 0.0
0.6 0.9 0.8
-0.3 -0.2 -0.1
0.3 0.2 1.2



A structure of composition C19H32AsF5N6OS2Sn. Source: OMol25; level of theory: ωB97M-V with the def2-TZVPD basis set.

Output
* Kohn-Sham gap: 7.40 eV
* E_LUMO: -5.439 eV
* net charge: +2
* E_HOMO: -12.834 eV

Element x y z (Å)
Sn (-0.283, 0.207, 0.594)
N (-0.898, 0.570, 5.004)
C (-0.895, 0.802, 3.682)
S (-1.420, -0.554, 2.665)
N (-0.531, 1.960, 3.238)
N (-0.648, 2.079, 1.873)
C (-0.520, 3.270, 1.406)
C (-0.660, 3.584, 0.000)
C (-0.405, 4.895, -0.423)
C (-0.540, 5.251, -1.748)
C (-0.929, 4.285, -2.677)
C (-1.190, 2.986, -2.282)
C (-1.089, 2.628, -0.939)
O (-1.467, 1.390, -0.556)
H (-1.132, -0.330, 5.378)
H (-0.621, 1.312, 5.626)
H (-0.328, 4.076, 2.111)
H (-0.103, 5.631, 0.313)
H (-0.361, 6.270, -2.061)
H (-1.035, 4.556, -3.720)
H (-1.496, 2.232, -2.993)
N (-2.483, -5.413, 0.976)
C (-2.175, -4.020, 1.529)
C (-3.114, -2.979, 0.926)
C (-2.688, -2.422, -0.452)
N (-2.287, -1.000, -0.363)
C (-1.532, -3.200, -1.070)
C (-0.325, -3.345, -0.136)
N (0.446, -2.082, -0.177)
C (-0.710, -3.674, 1.322)
H (-3.449, -5.682, 1.176)
H (-1.870, -6.114, 1.400)
H (-2.351, -5.455, -0.036)
H (-2.380, -4.119, 2.595)
H (-3.140, -2.161, 1.646)
H (-4.135, -3.365, 0.884)
H (-3.549, -2.500, -1.120)
H (-3.031, -0.437, 0.045)
H (-2.177, -0.626, -1.304)
H (-1.209, -2.696, -1.985)
H (-1.880, -4.177, -1.418)
H (0.303, -4.152, -0.524)
H (0.651, -1.840, -1.147)
H (1.358, -2.212, 0.255)
H (-0.546, -2.787, 1.935)
H (-0.058, -4.446, 1.739)
F (2.758, 0.196, 0.419)
C (1.846, 0.314, 1.435)
F (2.032, 1.545, 1.973)
C (2.334, -0.680, 2.509)
F (3.602, -0.444, 2.817)
F (2.255, -1.951, 2.041)
F (1.600, -0.606, 3.614)
C (2.590, 1.911, -4.264)
As (2.621, 1.496, -2.393)
C (4.323, 0.656, -2.096)
C (2.594, 3.156, -1.439)
S (0.876, 0.338, -1.995)
H (3.467, 2.510, -4.505)
H (1.684, 2.467, -4.496)
H (2.607, 0.984, -4.834)
H (5.061, 1.216, -2.669)
H (4.281, -0.369, -2.459)
H (4.586, 0.669, -1.043)
H (3.396, 3.789, -1.818)
H (2.740, 2.972, -0.376)
H (1.628, 3.633, -1.604)

Cartesian forces, eV/Å:
-0.1 0.1 0.2
0.0 0.0 0.0
0.1 0.0 0.0
-0.1 0.0 0.0
-0.1 -0.2 0.0
0.5 0.2 0.0
-0.2 -0.1 -0.1
0.1 0.0 0.0
0.0 0.0 0.0
0.0 0.0 0.0
0.0 0.0 0.0
-0.1 0.0 0.0
-0.1 -0.1 0.2
0.0 0.1 -0.2
0.0 0.0 0.0
0.0 0.0 0.0
-0.1 0.0 0.0
0.0 0.0 0.0
0.0 0.0 0.0
0.0 0.0 0.0
0.0 0.0 0.0
0.0 0.0 0.0
0.0 0.1 0.0
0.0 0.0 0.0
0.0 0.0 0.0
0.0 -0.1 -0.1
0.0 0.0 0.1
0.0 0.1 -0.1
0.0 0.0 0.1
0.0 0.0 -0.1
0.0 0.0 0.0
0.0 0.0 0.0
0.0 0.0 0.0
0.0 0.0 0.0
-0.1 0.0 0.0
0.0 0.0 0.0
0.0 0.0 0.0
0.0 0.0 0.0
-0.1 0.0 0.0
0.0 0.0 0.0
0.0 0.0 0.0
0.0 0.0 0.0
0.1 0.0 0.0
-0.1 0.0 0.1
0.1 0.0 0.0
0.0 0.0 0.0
0.0 -0.1 0.0
0.1 0.2 -0.1
0.0 0.0 -0.1
0.0 0.0 0.0
-0.1 -0.1 0.0
0.0 0.0 0.1
0.1 0.0 0.0
0.0 0.0 0.0
0.0 0.1 0.0
0.0 -0.1 0.0
0.0 0.0 0.0
0.1 -0.2 0.0
0.0 0.0 0.0
0.0 0.0 0.0
0.0 0.0 0.0
0.0 0.0 0.0
0.0 0.0 0.0
0.0 0.0 0.0
0.0 0.0 0.0
0.0 0.0 0.0
0.1 0.0 0.0



Electronic energy, respectively: -552.0417, -3543.2991, -3715.4174, -4892.2947 Ha.
Max |F|, respectively: 3.70, 0.55, 2.03, 0.52 eV/A.
Molecular weight, respectively: 167.21, 799.04, 881.15, 713.26 g mol⁻¹.